DFT (ωB97M-V/def2-TZVPD) results for C20H24AsN3O2ReS4 as an isolated structure in a non-equilibrium geometry.

The energy above the lowest of the compared OMol25 structures with the same formula, charge and spin comes out at 16.3 kJ/mol. Its frontier orbital gap (spin up / spin down) is 5.38 / 5.35 eV. As for the spin multiplicity: 1. As for the charge: +3. As for the highest occupied orbital energy (spin up / spin down): -16.529 / -16.573 eV. For the total energy, the calculation gives -4996.982981 Eh. For the molar mass, the calculation gives 727.8 g mol⁻¹.

Geometry (Å):
Re 0.612 0.485 -1.046
C 3.398 -0.301 1.652
C 2.742 0.979 2.105
C 3.496 1.910 2.812
C 2.918 3.060 3.326
C 1.560 3.279 3.180
C 0.758 2.381 2.481
C -0.739 2.581 2.471
C 1.391 1.266 1.918
N 0.578 0.369 1.104
C -0.152 -0.535 1.637
C -0.260 -0.820 3.088
C -0.990 -1.323 0.643
C -1.962 -2.331 1.109
N -0.814 -0.988 -0.584
C -1.593 -1.451 -1.711
C -2.703 -0.668 -2.088
C -3.357 0.306 -1.161
C -3.299 -0.879 -3.357
C -2.692 -1.680 -4.270
C -1.471 -2.339 -3.922
C -1.008 -2.362 -2.562
C 0.144 -3.230 -2.176
H 3.806 -0.829 2.514
H 4.238 -0.098 0.986
H 2.722 -0.986 1.142
H 4.547 1.715 2.980
H 3.523 3.770 3.872
H 1.101 4.149 3.634
H -0.995 3.623 2.278
H -1.150 2.346 3.454
H -1.259 1.972 1.731
H 0.383 -0.163 3.666
H 0.017 -1.859 3.284
H -1.294 -0.700 3.421
H -2.701 -1.856 1.763
H -1.448 -3.070 1.730
H -2.471 -2.827 0.287
H -2.744 0.596 -0.311
H -4.281 -0.143 -0.785
H -3.644 1.208 -1.700
H -4.205 -0.341 -3.605
H -3.083 -1.796 -5.272
H -1.073 -3.080 -4.609
H 0.679 -3.587 -3.054
H -0.225 -4.110 -1.643
H 0.854 -2.720 -1.522
S 5.741 0.821 -3.961
As 3.979 0.101 -4.228
S -0.385 0.761 -3.265
S 2.589 0.170 -1.582
S -0.010 -0.846 -4.346
O -0.220 4.355 -0.299
N 0.580 3.604 -0.382
O -0.130 2.111 -0.822


DFT (ωB97M-V/def2-TZVPD) results for a 2-piece molecular cluster, C3H11NOP overall in a non-equilibrium geometry.

The energy above the lowest of the compared OMol25 structures with the same formula, charge and spin comes out at 298.7 kJ/mol. Its frontier orbital gap is 9.57 eV. As for the spin multiplicity: 1. As for the charge: +1. As for the highest occupied orbital energy: -13.380 eV. For the total energy, the calculation gives -591.934408 Eh. For the molar mass, the calculation gives 108.1 g mol⁻¹.

Geometry (Å):
C -0.595 0.488 1.014
C -2.547 -1.015 -0.405
C -0.567 0.381 -0.512
N -1.547 -0.203 -1.088
O 0.305 1.034 -1.257
P 2.791 0.271 -0.001
H -1.215 1.381 1.164
H 0.371 0.661 1.450
H -1.178 -0.413 1.472
H -2.279 -1.743 0.419
H -3.404 -0.451 0.018
H -3.062 -1.553 -1.269
H -1.731 -0.185 -2.045
H 3.653 -0.727 -0.477
H 0.714 1.807 -0.886
H 3.982 0.492 0.880
H 2.890 1.323 -1.062


DFT (ωB97M-V/def2-TZVPD) results for C22H45FNbO9P2 as an isolated structure in a non-equilibrium geometry.

Its frontier orbital gap is 6.70 eV. As for the spin multiplicity: 1. As for the charge: -1. As for the highest occupied orbital energy: -4.934 eV. For the total energy, the calculation gives -2381.853434 Eh. For the molar mass, the calculation gives 627.4 g mol⁻¹.

Geometry (Å):
C -1.820 1.585 1.358
C -1.364 2.752 0.470
F -2.197 2.726 -0.691
Nb 0.891 2.462 -0.028
C 0.611 2.197 -2.272
C 1.498 1.156 -2.913
O 2.118 1.331 -3.937
C 1.534 -0.190 -2.208
C 2.660 -0.660 -1.550
C 2.573 -1.887 -0.905
C 1.392 -2.610 -0.912
C 0.272 -2.154 -1.592
C 0.355 -0.925 -2.236
H -2.878 1.666 1.646
H -1.635 0.624 0.881
H -1.189 1.601 2.252
H -1.531 3.688 1.016
H 1.150 4.269 -0.329
H 1.370 2.820 1.713
H 0.657 0.692 0.383
H 2.683 2.074 -0.257
H 0.742 3.152 -2.790
H -0.413 1.867 -2.511
H 3.559 -0.059 -1.546
H 3.438 -2.253 -0.364
H 1.328 -3.555 -0.382
H -0.663 -2.697 -1.647
H -0.520 -0.539 -2.747
O 5.279 -4.887 -0.824
P 5.711 -5.984 -1.720
O 6.325 -7.137 -0.752
C 5.444 -7.860 0.108
C 4.694 -8.951 -0.638
O 7.122 -5.390 -2.306
C 7.384 -3.985 -2.304
C 8.288 -3.610 -1.149
O 5.544 -6.964 -3.016
C 4.785 -6.477 -4.152
C 5.615 -5.570 -5.042
H 4.746 -7.172 0.594
H 6.064 -8.305 0.885
H 3.996 -8.524 -1.359
H 4.128 -9.573 0.058
H 5.388 -9.581 -1.194
H 6.457 -3.412 -2.279
H 7.880 -3.751 -3.249
H 7.865 -3.932 -0.197
H 8.444 -2.530 -1.115
H 9.257 -4.102 -1.252
H 3.883 -5.967 -3.809
H 4.473 -7.358 -4.712
H 5.758 -4.593 -4.581
H 5.112 -5.414 -5.997
H 6.600 -5.998 -5.219
O -7.685 6.777 2.568
P -7.015 5.538 3.038
O -7.142 5.561 4.660
C -8.426 5.393 5.257
C -8.847 3.933 5.292
O -5.437 5.939 2.888
C -5.011 6.972 1.999
C -4.742 8.254 2.758
O -6.654 3.953 2.953
C -6.678 3.307 1.650
C -5.408 3.557 0.861
H -9.168 5.998 4.727
H -8.350 5.779 6.273
H -9.020 3.551 4.284
H -9.767 3.812 5.866
H -8.065 3.320 5.739
H -5.740 7.131 1.204
H -4.090 6.626 1.525
H -5.616 8.565 3.331
H -4.468 9.059 2.074
H -3.928 8.107 3.469
H -7.557 3.637 1.089
H -6.791 2.241 1.841
H -5.383 4.578 0.477
H -5.346 2.882 0.008
H -4.527 3.422 1.486


DFT (ωB97M-V/def2-TZVPD) results for C31H32BO2P2S2V as an isolated structure.

Its frontier orbital gap is 7.48 eV. As for the spin multiplicity: 1. As for the charge: +2. As for the highest occupied orbital energy: -14.599 eV. For the total energy, the calculation gives -3798.478202 Eh. For the molar mass, the calculation gives 624.4 g mol⁻¹.

Geometry (Å):
V -1.092 0.612 0.857
S -0.642 -0.414 2.728
P 0.904 -0.912 1.376
C 0.400 0.073 0.027
P 0.827 1.645 -0.654
S -0.778 2.742 -0.012
C 0.896 1.523 -2.425
C 0.959 2.707 -3.162
C 1.056 2.639 -4.541
C 1.091 1.401 -5.174
C 1.028 0.227 -4.437
C 0.928 0.282 -3.055
C 2.373 2.267 -0.021
C 3.532 2.033 -0.764
C 4.745 2.504 -0.289
C 4.797 3.198 0.912
C 3.641 3.428 1.648
C 2.422 2.964 1.184
C 2.470 -0.492 2.114
C 3.612 -0.874 1.404
C 4.859 -0.602 1.936
C 4.963 0.031 3.170
C 3.826 0.406 3.871
C 2.570 0.152 3.344
C 0.847 -2.639 0.974
C 0.164 -3.088 -0.155
C 0.104 -4.446 -0.413
C 0.712 -5.344 0.456
C 1.386 -4.894 1.585
C 1.459 -3.537 1.851
H 0.933 3.670 -2.666
H 1.103 3.549 -5.123
H 1.168 1.354 -6.252
H 1.058 -0.731 -4.939
H 0.878 -0.630 -2.472
H 3.484 1.509 -1.710
H 5.648 2.342 -0.863
H 5.745 3.577 1.272
H 3.690 3.983 2.575
H 1.514 3.160 1.741
H 3.525 -1.390 0.454
H 5.750 -0.895 1.398
H 5.940 0.227 3.591
H 3.916 0.891 4.834
H 1.684 0.443 3.892
H -0.312 -2.382 -0.824
H -0.416 -4.808 -1.289
H 0.661 -6.405 0.252
H 1.857 -5.600 2.255
H 1.991 -3.182 2.725
C -4.784 -0.679 -2.015
C -4.766 -0.835 -0.507
C -5.909 -1.690 -0.017
O -3.487 -1.554 -0.181
B -2.624 -0.595 0.103
O -3.102 0.686 0.199
C -4.613 0.528 0.258
C -4.953 0.451 1.731
C -5.246 1.717 -0.417
H -4.695 -1.663 -2.473
H -3.962 -0.055 -2.370
H -5.723 -0.235 -2.343
H -5.956 -2.606 -0.604
H -6.852 -1.157 -0.149
H -5.799 -1.957 1.031
H -4.488 -0.410 2.213
H -6.033 0.371 1.858
H -4.627 1.363 2.229
H -4.849 1.879 -1.416
H -5.084 2.615 0.178
H -6.322 1.554 -0.493


DFT (ωB97M-V/def2-TZVPD) results for C3H4HoO2 as an isolated structure in a non-equilibrium geometry.

The energy above the lowest of the compared OMol25 structures with the same formula, charge and spin comes out at 0.0 kJ/mol. Its frontier orbital gap (spin up / spin down) is 5.38 / 6.88 eV. As for the spin multiplicity: 5. As for the charge: +1. As for the highest occupied orbital energy (spin up / spin down): -10.649 / -12.681 eV. For the total energy, the calculation gives -1214.706422 Eh. For the molar mass, the calculation gives 237.0 g mol⁻¹.

Geometry (Å):
H 1.633 0.217 -0.785
O 0.364 0.781 0.966
O -0.445 -1.111 0.561
C -0.126 0.958 -0.461
C -1.112 -0.189 -0.414
C 0.523 -0.493 1.178
H -0.696 1.896 -0.365
H -2.120 0.055 -0.062
H -1.243 -0.753 -1.346
Ho 3.223 -1.359 0.728


DFT (ωB97M-V/def2-TZVPD) results for C4H9NO as an isolated structure in a non-equilibrium geometry.

The energy above the lowest of the compared OMol25 structures with the same formula, charge and spin comes out at 537.2 kJ/mol. Its frontier orbital gap is 9.04 eV. As for the spin multiplicity: 1. As for the charge: 0. As for the highest occupied orbital energy: -8.259 eV. For the total energy, the calculation gives -287.627832 Eh. For the molar mass, the calculation gives 87.1 g mol⁻¹.

Geometry (Å):
C 0.572 0.055 -1.369
N 0.187 0.693 -0.122
C 1.255 0.806 0.859
C -1.132 0.448 0.405
C -1.425 -0.871 0.753
O -0.699 -1.985 0.394
H 1.261 0.769 -1.853
H 0.978 -0.948 -1.245
H -0.317 0.035 -2.017
H 1.378 -0.125 1.510
H 1.143 1.700 1.465
H 2.191 0.792 0.296
H -1.848 1.068 -0.125
H -1.297 -1.399 -0.402
H -2.246 -1.039 1.451


DFT (ωB97M-V/def2-TZVPD) results for C15H23BCaN6Si as an isolated structure in a non-equilibrium geometry.

The energy above the lowest of the compared OMol25 structures with the same formula, charge and spin comes out at 573.6 kJ/mol. Its frontier orbital gap is 3.68 eV. As for the spin multiplicity: 1. As for the charge: 0. As for the highest occupied orbital energy: -4.311 eV. For the total energy, the calculation gives -1905.694268 Eh. For the molar mass, the calculation gives 366.4 g mol⁻¹.

Geometry (Å):
H 1.532 3.804 0.449
N 1.192 2.075 -0.784
B 0.437 0.576 -2.790
N 0.645 1.939 -2.046
C 0.328 3.156 -2.541
Ca 2.036 0.601 0.769
H -0.105 3.263 -3.525
C 0.644 4.117 -1.586
H 0.500 5.178 -1.664
C 1.174 3.410 -0.498
H 0.770 0.732 -3.936
C -1.654 -2.759 0.445
H -1.862 -3.759 0.840
H -0.759 -2.947 -0.184
H -2.406 -2.499 -0.312
N -1.086 0.290 -2.665
N 1.152 -0.696 -2.239
N -1.929 1.278 -2.200
N 1.823 -0.765 -1.028
C -1.788 -0.840 -2.950
C 1.239 -1.891 -2.870
H -1.324 -1.708 -3.397
H 0.810 -2.032 -3.856
C -3.117 -0.605 -2.595
C 1.940 -2.776 -2.052
C -3.144 0.728 -2.131
C 2.272 -2.045 -0.903
H -3.939 -1.287 -2.664
H 2.162 -3.808 -2.255
H -3.997 1.285 -1.765
H 2.810 -2.386 -0.023
H -2.179 -2.171 1.344
C 2.114 -0.424 3.504
Si 0.317 0.035 3.262
C -0.663 -0.261 4.806
C 0.206 1.821 2.720
C -0.297 -0.960 1.843
C -1.136 -1.711 1.356
H 2.158 -0.844 4.517
H 2.788 0.449 3.484
H 2.471 -1.207 2.812
H 0.010 -0.572 5.614
H -1.175 0.662 5.103
H -1.418 -1.045 4.662
H 1.133 2.382 2.916
H -0.103 1.959 1.669
H -0.582 2.259 3.346


DFT (ωB97M-V/def2-TZVPD) results for an isolated ion of composition C5H12N4OP and charge +1 in a non-equilibrium geometry.

The energy above the lowest of the compared OMol25 structures with the same formula, charge and spin comes out at 0.0 kJ/mol. Its frontier orbital gap is 8.94 eV. As for the spin multiplicity: 1. As for the charge: +1. As for the highest occupied orbital energy: -12.963 eV. For the total energy, the calculation gives -833.049593 Eh. For the molar mass, the calculation gives 175.2 g mol⁻¹.

Geometry (Å):
N 1.697 -1.129 0.793
C 2.094 0.284 0.802
C 1.748 1.078 -0.517
C 0.355 0.753 -1.164
N -0.760 0.621 -0.203
C -1.310 1.525 0.642
N -2.326 0.950 1.286
N -2.516 -0.328 0.914
C -1.571 -0.516 0.023
P -1.446 -2.211 -0.789
O -2.034 -3.181 0.171
H 1.853 -1.573 -0.108
H 0.758 -1.279 1.145
H 1.605 0.824 1.646
H 3.205 0.325 0.919
H 2.517 0.897 -1.310
H 1.768 2.179 -0.325
H 0.102 1.620 -1.824
H 0.381 -0.149 -1.814
H -0.970 2.572 0.749
H -2.922 1.401 1.978
H -0.050 -2.418 -1.003
H -2.181 -2.245 -2.011


DFT (ωB97M-V/def2-TZVPD) results for C24H65LiO11 as an isolated structure in a non-equilibrium geometry.

Its frontier orbital gap is 7.49 eV. As for the spin multiplicity: 1. As for the charge: 0. As for the highest occupied orbital energy: -8.707 eV. For the total energy, the calculation gives -1788.469697 Eh. For the molar mass, the calculation gives 536.7 g mol⁻¹.

Geometry (Å):
Li 2.263 3.290 1.412
C 0.275 -0.288 0.075
C 0.931 1.081 0.192
O 1.805 1.266 1.263
H 1.057 -1.034 -0.067
H -0.384 -0.271 -0.792
H -0.217 -0.560 1.009
H 0.112 1.791 0.312
H 1.331 1.419 -0.764
C 0.155 -3.467 4.788
C -1.300 -3.233 4.653
C -1.490 -1.786 4.128
O -1.816 -4.140 3.640
H 0.747 -3.272 3.894
H 0.441 -4.485 5.054
H 0.635 -2.823 5.525
H -1.722 -3.398 5.645
H -1.227 -1.059 4.897
H -2.557 -1.654 3.948
H -0.822 -1.508 3.313
H -2.685 -3.830 3.374
C 2.448 3.070 -4.676
C 3.366 2.325 -3.714
C 2.942 0.859 -3.488
O 4.657 2.189 -4.320
H 2.229 2.614 -5.641
H 2.945 4.036 -4.765
H 1.524 3.322 -4.156
H 3.491 2.880 -2.784
H 2.004 0.781 -2.937
H 3.671 0.305 -2.897
H 2.789 0.295 -4.408
H 5.275 1.881 -3.653
C -1.360 1.194 -3.691
C -2.014 -0.071 -4.307
C -1.065 -1.233 -4.306
O -3.074 -0.472 -3.574
H -2.152 1.923 -3.519
H -0.634 1.645 -4.367
H -0.873 1.000 -2.736
H -2.426 0.226 -5.271
H -0.666 -1.285 -3.293
H -0.234 -1.159 -5.007
H -1.589 -2.157 -4.549
H -3.726 0.233 -3.552
C -0.596 4.252 -2.104
C -0.876 5.389 -1.126
C -1.267 4.822 0.275
O 0.233 6.200 -1.041
H -1.232 3.379 -1.959
H 0.452 3.973 -2.001
H -0.717 4.568 -3.140
H -1.763 5.970 -1.376
H -0.427 4.266 0.691
H -2.112 4.133 0.314
H -1.408 5.619 1.005
H 0.422 6.412 -1.958
C 2.335 -3.520 1.223
C 3.103 -3.863 -0.089
C 2.812 -2.834 -1.236
O 4.519 -3.860 0.078
H 2.624 -4.195 2.029
H 1.264 -3.531 1.019
H 2.610 -2.510 1.527
H 2.822 -4.884 -0.346
H 3.289 -3.132 -2.169
H 3.194 -1.851 -0.962
H 1.758 -2.878 -1.510
H 4.779 -2.988 0.382
C -4.337 2.245 2.151
C -3.199 1.172 2.003
C -3.117 0.703 0.538
O -1.985 1.853 2.175
H -4.172 3.005 1.387
H -4.441 2.685 3.143
H -5.347 1.880 1.963
H -3.314 0.287 2.629
H -4.092 0.390 0.164
H -2.512 -0.200 0.454
H -2.724 1.318 -0.271
H -1.296 1.339 1.746
C 1.825 0.635 4.793
C 2.760 -0.466 4.211
O 3.562 -0.013 3.120
O 0.661 0.715 3.988
H 2.381 1.568 4.891
H 1.605 0.256 5.791
H 2.268 -1.355 3.817
H 3.465 -0.693 5.011
H 2.915 0.247 2.459
H 0.956 0.816 3.081
C -1.886 -3.724 0.129
C -1.810 -2.965 -1.190
O -2.892 -2.037 -1.272
O -2.960 -4.661 0.151
H -1.944 -3.140 1.047
H -0.971 -4.300 0.265
H -1.905 -3.688 -1.999
H -0.886 -2.399 -1.305
H -2.764 -1.474 -2.039
H -2.724 -5.375 -0.445


DFT (ωB97M-V/def2-TZVPD) results for a 2-piece molecular cluster, C2H7S overall in a non-equilibrium geometry.

The energy above the lowest of the compared OMol25 structures with the same formula, charge and spin comes out at 48.3 kJ/mol. Its frontier orbital gap is 6.68 eV. As for the spin multiplicity: 1. As for the charge: -1. As for the highest occupied orbital energy: -2.402 eV. For the total energy, the calculation gives -478.590705 Eh. For the molar mass, the calculation gives 63.1 g mol⁻¹.

Geometry (Å):
S -2.351 -1.836 -0.808
H -2.707 -1.399 0.459
C 0.615 0.843 -0.632
C 0.684 -0.029 0.715
H -0.395 0.940 -0.774
H 1.079 1.805 -0.625
H 1.084 0.236 -1.467
H -0.344 -0.204 1.035
H 1.152 0.557 1.494
H 1.184 -0.912 0.604


- Which value of charge does entry 8 give?
  +1


Repeat the second record exactly.
DFT (ωB97M-V/def2-TZVPD) results for a 2-piece molecular cluster, C3H11NOP overall in a non-equilibrium geometry.

The energy above the lowest of the compared OMol25 structures with the same formula, charge and spin comes out at 298.7 kJ/mol. Its frontier orbital gap is 9.57 eV. As for the spin multiplicity: 1. As for the charge: +1. As for the highest occupied orbital energy: -13.380 eV. For the total energy, the calculation gives -591.934408 Eh. For the molar mass, the calculation gives 108.1 g mol⁻¹.

Geometry (Å):
C -0.595 0.488 1.014
C -2.547 -1.015 -0.405
C -0.567 0.381 -0.512
N -1.547 -0.203 -1.088
O 0.305 1.034 -1.257
P 2.791 0.271 -0.001
H -1.215 1.381 1.164
H 0.371 0.661 1.450
H -1.178 -0.413 1.472
H -2.279 -1.743 0.419
H -3.404 -0.451 0.018
H -3.062 -1.553 -1.269
H -1.731 -0.185 -2.045
H 3.653 -0.727 -0.477
H 0.714 1.807 -0.886
H 3.982 0.492 0.880
H 2.890 1.323 -1.062